{
  "formula": "C27H29BF6O4S",
  "method": "ωB97M-V with the def2-TZVPD basis set",
  "max_force_ev_per_a": 3.86,
  "de_lowest_kcal_mol": 16.01,
  "spin_multiplicity": 1,
  "total_charge": 0,
  "lumo_ha": -0.121,
  "symbols": ["C", "C", "H", "C", "O", "H", "C", "F", "H", "C", "H", "H", "H", "H", "C", "H", "H", "H", "H", "H", "S", "H", "H", "H", "H", "F", "C", "H", "C", "F", "C", "C", "C", "H", "H", "H", "H", "C", "C", "O", "C", "H", "F", "H", "H", "C", "C", "H", "C", "C", "C", "C", "H", "H", "F", "H", "B", "H", "F", "C", "C", "C", "C", "C", "O", "O", "C", "C"],
  "coordinates": [[-1.865165, 2.089588, 4.980709], [4.231212, -1.591423, 2.865452], [0.646378, 1.137623, -1.112956], [0.753054, -3.317404, -1.460059], [-0.054994, 1.187493, -6.881570], [-1.643956, -0.245039, -0.953426], [-0.080958, -1.220459, -1.904891], [0.916716, -5.295894, 4.089266], [-1.815091, 3.949189, -0.316789], [0.840142, 2.319350, -7.041048], [-3.730167, 2.715507, 5.771813], [-2.926082, 1.434833, 6.725263], [0.642007, 2.798856, -0.404133], [-1.930318, -0.447832, -5.954997], [-1.975659, 0.492803, -0.205204], [-3.085293, 0.494352, -0.185428], [-1.184465, 3.110725, -2.424032], [2.455317, 0.127003, 1.982667], [1.186415, 2.685341, -6.063112], [2.363660, -0.616329, -3.418330], [-2.269913, 1.050728, 3.630286], [-1.024990, -2.357798, 2.267400], [2.273366, 0.415841, -5.680231], [-2.145584, 2.881178, 1.112547], [-2.360187, 3.108267, 6.817861], [4.443596, -0.623081, 3.819946], [0.036982, -2.197638, 2.410144], [-2.524762, 1.958937, -2.519877], [0.611524, -0.971890, 2.120168], [4.960588, -2.680056, 3.222554], [0.169567, 1.795388, -0.355094], [-0.591105, 2.584309, 4.801534], [-2.165232, 2.957898, 0.010255], [-3.212271, 2.867882, -0.332844], [1.770358, -3.707367, -1.435280], [0.290653, -3.497275, -2.435940], [0.170088, -3.777477, -0.662168], [2.764002, -1.864619, 2.712321], [0.090860, 2.130620, 3.618608], [-1.562570, 0.008999, 1.057803], [2.208868, -3.092367, 3.047462], [1.106867, 2.438128, 3.356329], [-1.057396, -4.363617, 3.776563], [-1.855208, -1.440048, -3.738983], [0.258509, 3.083774, -7.552083], [-1.486600, 2.082002, -2.176560], [0.161629, -0.794113, -3.264190], [-1.121003, -1.543210, -1.753232], [0.105200, 0.346972, -5.822638], [-1.034084, -0.335825, -5.350972], [-0.986720, -0.883296, -4.090749], [1.350776, 0.128387, -5.157054], [2.814292, -3.898789, 3.451592], [-0.162397, 3.284290, 5.513055], [4.770441, -1.102759, 1.698210], [-0.839692, 1.425822, -2.783399], [-0.281221, 0.318616, 1.604144], [1.687886, 2.047638, -7.688486], [-0.022413, -5.317074, 2.094679], [-0.665096, 1.206947, 2.927700], [0.177721, -4.545896, 3.218852], [-2.765161, 2.349187, 6.140399], [1.396430, -0.440242, -3.891157], [-1.366553, 1.854469, -0.663428], [0.526591, 1.258857, 0.895379], [0.796327, -1.914330, -1.200017], [0.835714, -3.234893, 2.887702], [1.978570, -0.809756, 2.251692]],
  "forces_ev_per_a": [[1.27, 0.21, -0.63], [0.40, 0.46, 0.15], [-0.15, 0.07, -0.37], [-0.60, -0.88, 0.40], [0.26, -0.65, 0.87], [-0.13, 0.18, -0.14], [0.05, -3.15, -2.24], [-0.67, 0.41, -0.71], [0.01, -0.21, 0.29], [0.22, -0.50, -0.02], [-0.03, -0.11, 0.27], [-0.11, 0.17, -0.10], [-0.32, -0.41, -0.32], [0.19, 0.31, 0.04], [0.59, -0.06, 0.81], [0.50, 0.14, -0.30], [-0.11, -0.19, 0.15], [-0.15, 0.00, 0.05], [-0.12, -0.15, -0.33], [-0.38, 0.25, 0.12], [1.06, 0.26, 0.62], [-0.03, 0.10, 0.09], [-0.45, -0.04, 0.41], [0.05, 0.09, -0.48], [0.08, -0.11, -0.22], [0.08, -0.84, -0.80], [0.48, -0.36, 0.20], [0.20, 0.01, 0.06], [-0.81, 0.85, -1.12], [-0.38, 0.70, -0.23], [-0.27, -0.25, 1.27], [-0.56, 0.05, 0.07], [-0.07, 0.39, 0.42], [0.32, 0.06, 0.25], [-0.06, 0.27, -0.02], [0.19, -0.10, 0.14], [-0.03, -0.19, -0.09], [0.22, 0.12, -0.03], [-0.97, -0.70, 0.43], [-1.40, -0.38, -2.08], [-0.03, 0.14, 0.08], [-0.41, -0.25, -0.01], [0.95, -0.34, -0.39], [0.04, 0.45, 0.14], [-0.04, -0.07, 0.13], [-0.07, -0.15, -0.36], [0.17, 0.01, 0.67], [0.45, 0.16, 0.10], [0.21, 0.67, -0.10], [0.24, -0.30, -0.09], [-0.20, 0.35, -0.21], [0.00, 0.17, -0.16], [-0.10, 0.16, -0.13], [0.01, -0.07, -0.03], [-0.22, -0.40, 0.91], [-0.31, 0.18, 0.35], [0.09, 0.89, 2.01], [-0.20, 0.01, 0.34], [0.13, 0.37, 0.77], [-0.04, 0.39, 0.77], [-0.27, -0.28, 0.24], [-0.40, -0.01, -0.10], [-0.48, 0.25, -0.29], [0.43, -0.52, 0.19], [0.81, 0.88, -1.92], [0.72, 2.45, -0.10], [-0.25, -0.37, 0.08], [0.39, -0.58, 0.22]],
  "mulliken_charge": [0.566, 0.830, 0.177, -0.785, -0.425, -0.358, -1.264, -0.283, 0.438, -0.757, 0.287, 0.253, 0.297, 0.462, -0.542, 0.438, 0.452, 0.449, 0.376, 0.552, -0.212, 0.501, 0.410, 0.222, 0.345, -0.267, -0.484, 0.364, -0.067, -0.294, -1.239, -0.624, -1.744, 0.428, 0.283, 0.400, 0.260, 0.197, -1.154, -0.674, -1.147, 0.437, -0.270, 0.387, 0.274, -1.785, 0.909, 0.542, 0.335, -0.543, -0.272, -0.539, 0.537, 0.292, -0.271, 0.167, 1.645, 0.304, -0.274, 0.637, 0.850, -1.257, -0.046, 2.587, -0.487, -0.200, 0.077, -0.704]
}

{
  "formula": "C27H29BrFNOPPdTe",
  "method": "ωB97M-V with the def2-TZVPD basis set",
  "max_force_ev_per_a": 0.26,
  "de_lowest_kcal_mol": 9.80,
  "spin_multiplicity": 3,
  "total_charge": 1,
  "lumo_ha": [-0.087, -0.129],
  "symbols": ["C", "C", "C", "C", "C", "O", "H", "C", "C", "C", "C", "C", "Te", "H", "C", "C", "H", "H", "H", "H", "P", "Pd", "C", "H", "H", "H", "H", "C", "H", "H", "H", "N", "H", "C", "C", "H", "H", "H", "H", "H", "C", "H", "C", "H", "H", "H", "C", "C", "H", "C", "C", "H", "H", "C", "Br", "C", "F", "H", "C", "H", "C", "C", "H"],
  "coordinates": [[-0.108104, -0.855092, -4.284484], [-1.461998, -1.386783, 5.240316], [4.205398, -0.089956, -1.529261], [-1.622582, -1.029737, -2.455294], [-1.378633, -0.663874, -3.764201], [-0.383608, -0.925445, 2.776163], [-0.515540, -1.789733, 5.600537], [-2.311589, 1.818570, -0.404536], [-1.597722, -3.364743, 3.159138], [4.888632, -1.999921, -2.825888], [3.629353, -0.942018, -0.593877], [-3.183201, 2.862332, -0.633624], [2.721196, -0.182328, 1.150502], [4.397100, -3.918940, -2.001721], [-3.136106, -0.942540, 2.943762], [1.822164, 1.515849, 0.250020], [-0.127805, -2.566454, 0.210882], [-3.949830, -1.487120, 3.423934], [5.381264, -2.410972, -3.696878], [1.881168, -1.590628, -3.994095], [-1.543211, -1.595644, 3.461902], [-0.076131, 0.023191, 0.749888], [1.369959, 1.470670, -1.072325], [-2.286795, -1.901303, 5.733757], [-3.199681, 0.110935, 3.216688], [0.422199, 2.550143, -2.661657], [0.097654, 4.604023, -1.315465], [-3.418914, 3.767149, 0.390774], [-3.227620, -1.033892, 1.861088], [4.170229, 0.983426, -1.391560], [0.910449, 4.688175, 1.018584], [-1.681687, 1.629032, 0.766263], [-2.429775, -3.822427, 3.695227], [0.750436, 2.588983, -1.630307], [1.030791, 3.784210, 0.435072], [-1.505113, -0.323224, 5.474438], [-1.858955, -1.991355, 0.066024], [-0.662796, -3.811243, 3.497861], [-2.910192, 4.273486, 2.425702], [1.444506, -2.233149, -1.642135], [-0.828702, -1.885161, -0.260087], [-1.710925, -3.552046, 2.091560], [-1.910531, 2.512791, 1.727992], [-2.155719, -0.253460, -4.395099], [-2.619578, -0.914429, -2.045004], [2.031053, 2.739920, 2.014018], [0.572924, 3.735321, -0.878398], [1.658475, 2.688742, 0.998992], [-2.084514, 1.098378, -1.178718], [4.338038, -2.845793, -1.874842], [-2.768070, 3.593965, 1.598915], [-4.096064, 4.599494, 0.253751], [1.549556, 0.595629, -1.683069], [0.656104, -1.788370, -2.234251], [-1.000960, 2.292182, 3.370483], [4.821745, -0.623869, -2.652195], [0.134011, -0.493175, -5.553206], [5.261953, 0.039076, -3.385543], [-0.606451, -1.575589, -1.643050], [3.259026, -2.987322, -0.027476], [3.703865, -2.320101, -0.756550], [0.910999, -1.429726, -3.541797], [-3.661166, 2.961899, -1.597642]],
  "forces_ev_per_a": [[-0.03, -0.02, 0.04], [0.01, 0.00, 0.00], [-0.02, -0.06, -0.02], [0.01, -0.01, 0.02], [-0.01, 0.01, -0.04], [-0.04, -0.01, -0.03], [-0.01, 0.00, 0.02], [0.02, -0.02, 0.02], [-0.02, 0.00, 0.02], [0.02, 0.03, -0.01], [0.10, 0.08, 0.12], [-0.02, 0.02, -0.02], [-0.09, -0.02, -0.09], [0.00, 0.00, 0.00], [-0.02, -0.03, 0.02], [0.08, 0.12, 0.04], [-0.01, 0.01, 0.03], [-0.01, 0.01, -0.02], [-0.01, -0.01, 0.00], [0.00, 0.00, 0.01], [0.03, 0.06, -0.06], [0.14, -0.03, 0.22], [-0.12, -0.01, -0.05], [0.00, 0.00, 0.01], [0.01, 0.00, 0.00], [-0.01, 0.00, 0.00], [0.00, -0.01, -0.01], [0.02, -0.02, 0.02], [-0.01, 0.00, 0.00], [0.02, 0.00, 0.00], [0.00, 0.00, 0.00], [-0.05, 0.02, -0.05], [0.01, -0.02, -0.01], [0.02, -0.07, -0.04], [0.00, 0.00, 0.06], [0.00, 0.00, 0.01], [0.00, 0.09, 0.01], [0.00, 0.00, 0.00], [0.01, 0.00, 0.00], [-0.07, 0.00, -0.05], [0.01, -0.14, -0.09], [0.00, 0.00, 0.00], [0.05, -0.04, 0.05], [0.00, 0.00, 0.00], [0.00, -0.01, -0.01], [-0.01, 0.01, 0.01], [-0.03, 0.06, -0.02], [0.04, -0.06, -0.01], [0.00, 0.01, 0.01], [-0.01, -0.05, 0.04], [-0.02, 0.02, -0.03], [0.00, 0.00, -0.01], [-0.05, -0.01, -0.01], [-0.04, 0.00, 0.01], [-0.01, 0.01, -0.04], [0.00, 0.02, 0.01], [0.00, 0.00, 0.01], [0.00, -0.01, 0.00], [-0.01, 0.06, 0.00], [0.01, -0.01, 0.01], [0.07, 0.03, -0.04], [0.04, 0.01, -0.04], [0.00, 0.00, 0.00]],
  "mulliken_charge": [0.423, -1.151, -0.310, -0.419, -0.718, -0.715, 0.355, -0.478, -1.137, -0.647, 0.421, -0.958, 0.430, 0.399, -0.880, -0.839, 0.446, 0.469, 0.420, 0.501, 0.904, 0.897, 0.918, 0.391, 0.241, 0.494, 0.469, -0.439, 0.131, 0.523, 0.465, 0.896, 0.403, -1.025, -0.883, 0.279, 0.551, 0.342, 0.500, 0.596, -2.165, 0.311, -0.032, 0.493, 0.531, 0.567, -0.518, -0.448, 0.489, -0.374, -0.754, 0.432, 0.456, -0.568, -0.028, -0.588, -0.353, 0.418, 1.120, 0.463, -0.763, -0.455, 0.505]
}

{
  "formula": "C27H29BrN7O2RbS",
  "method": "ωB97M-V with the def2-TZVPD basis set",
  "max_force_ev_per_a": 4.65,
  "spin_multiplicity": 1,
  "total_charge": 0,
  "lumo_ha": -0.027,
  "symbols": ["H", "H", "S", "C", "O", "H", "H", "H", "C", "O", "C", "H", "H", "C", "H", "H", "C", "N", "Br", "N", "N", "H", "C", "C", "Rb", "C", "H", "H", "C", "C", "H", "C", "N", "H", "C", "C", "H", "H", "C", "C", "H", "C", "H", "H", "N", "C", "H", "C", "C", "H", "C", "C", "N", "N", "H", "H", "C", "H", "H", "H", "H", "C", "C", "C", "C", "C", "H", "H"],
  "coordinates": [[-3.005597, -3.052813, 1.062953], [4.894758, -3.396046, -6.449426], [-3.215470, 0.800059, -1.549727], [-2.972221, -1.961819, 0.711528], [0.348919, 2.620337, 1.481654], [2.387686, -4.134374, -0.211970], [2.709746, 0.206575, -7.301205], [-4.518254, -1.209261, -1.709255], [3.777421, -1.625064, -6.985487], [-0.167775, 1.419427, 3.285914], [2.984023, -3.489376, 2.377339], [-1.970130, -1.281128, 2.477179], [4.209508, -3.093915, -3.925431], [-0.113258, 3.834125, 3.427118], [3.390001, -3.942905, 4.451537], [-0.521619, 7.130537, 2.639049], [-0.415123, 6.355001, 4.652252], [2.091823, -2.204701, -0.989263], [-0.707548, 8.151676, 5.223769], [1.507063, 0.389131, -4.869975], [2.578235, -2.455869, -2.198215], [-3.561596, -0.840565, -3.247824], [-0.247193, 4.994917, 2.651074], [3.857594, -2.461150, -4.775060], [0.022288, 0.558154, 0.010575], [-2.892878, -1.011667, 1.930236], [-5.201407, 0.408004, -0.110151], [-3.798372, -1.203909, 2.550671], [2.847664, -1.465263, -4.343890], [-3.551163, -0.885045, -2.109981], [-0.034755, 5.185471, 6.504075], [1.935442, -2.260630, 4.109435], [1.501209, -1.608345, 1.809075], [-0.194923, 4.903546, 1.543608], [2.802453, -3.277643, 3.740731], [1.116185, 0.413771, -3.567873], [-2.767377, -2.859877, -1.979320], [-4.829161, 2.113128, -0.438074], [2.860206, -0.646368, -6.649380], [2.303308, -3.080975, -0.015427], [0.276220, 3.099696, 5.420095], [-4.370064, 1.138643, -0.178072], [-2.188200, 0.870171, 2.449800], [-1.189322, -2.461564, -0.219743], [1.404633, -0.457902, -2.662175], [2.266379, -1.462841, -3.029042], [-1.492704, -1.592810, -2.303093], [-2.410675, -1.863284, -1.695318], [0.024685, 3.979008, 4.800154], [-4.406184, 1.686814, 1.975356], [-0.093746, 5.227370, 5.406255], [-3.648383, 1.378481, 1.166562], [-1.973519, -1.804960, -0.328578], [-2.659100, 0.417263, 1.640387], [0.428929, 1.212083, -3.309136], [3.535125, -4.391929, 1.995414], [0.069921, 2.530626, 2.735638], [0.881330, -0.504393, 3.375476], [1.322299, 1.276765, -5.380457], [-3.019281, 2.328077, 1.050863], [1.715182, -2.091827, 5.223829], [4.240597, -2.596518, -6.099977], [1.460040, -1.375281, 3.136664], [-0.403985, 6.263215, 3.272163], [2.366067, -0.619086, -5.326550], [2.242365, -2.653289, 1.430738], [4.173398, -1.677019, -7.993636], [-3.991721, -1.890675, 0.233573]],
  "forces_ev_per_a": [[0.20, 1.36, 0.03], [-0.06, 0.35, 0.28], [-0.25, 0.36, -0.16], [-1.64, -1.36, -0.31], [0.05, 0.65, 1.69], [0.90, -0.48, -0.21], [-0.42, -0.27, -0.16], [0.14, 0.12, -0.36], [-0.27, 0.03, -0.86], [0.18, 0.97, 0.54], [-1.07, 0.07, -1.52], [-0.60, -0.09, 0.11], [-0.22, 0.35, -1.11], [0.65, 0.98, 0.06], [-1.19, 1.02, -0.74], [-0.06, 0.09, 0.13], [0.59, -0.02, -0.66], [0.93, -0.74, 4.49], [0.08, -0.34, 0.74], [-0.58, 1.32, -0.20], [-0.56, 0.66, -2.19], [-0.27, -0.23, 1.47], [-0.13, 0.74, 0.08], [-1.38, 0.40, 1.68], [0.02, -0.71, -0.11], [0.39, 0.44, -0.16], [0.65, 0.15, -0.18], [0.49, 0.01, -0.12], [1.89, -2.31, -2.21], [0.85, -0.23, -0.43], [0.01, 0.68, -0.56], [0.29, 0.97, 1.91], [1.14, -0.43, 0.40], [-0.16, 0.07, 1.07], [0.91, -1.06, -0.32], [-0.12, -0.45, -0.05], [0.13, -0.21, -0.24], [0.07, -0.57, 0.13], [0.66, 0.02, 0.79], [-1.30, 2.40, -1.39], [-0.34, 0.54, -0.45], [-0.11, 0.39, 0.55], [-0.10, -0.72, -0.84], [-0.51, 0.53, 0.12], [-0.32, 0.75, -0.52], [0.57, -1.77, 1.45], [-1.01, -0.50, 0.37], [0.31, 0.57, -1.18], [0.09, -0.23, 0.19], [0.52, -0.65, -1.07], [-0.60, -0.24, 1.16], [0.22, 1.36, 0.82], [0.70, 0.05, 0.67], [0.19, 0.00, 0.32], [0.11, 0.21, -0.04], [-0.41, 1.25, 0.39], [-0.43, -1.59, -2.68], [-0.19, 0.40, 0.45], [0.31, -1.45, 0.17], [-0.87, -1.06, -0.03], [0.34, -0.03, -1.95], [-0.37, 0.33, 1.29], [-0.83, -0.83, -0.20], [-0.02, -1.83, -1.09], [0.52, 1.06, -0.07], [0.52, -1.80, 0.41], [-0.14, 0.26, -0.06], [0.89, 0.28, 0.41]],
  "mulliken_charge": [0.307, 0.390, -0.127, -0.789, -0.919, 0.372, 0.342, 0.412, -0.178, -0.801, -0.723, 0.305, 0.403, 0.259, 0.335, 0.410, -0.025, 0.329, -0.219, -0.023, -0.891, 0.382, -0.374, -0.255, 0.770, -0.716, 0.342, 0.295, 0.589, -0.688, 0.345, -0.778, 0.047, 0.296, -0.188, -0.449, 0.315, 0.424, -0.965, -0.581, 0.367, -0.636, 0.008, 0.147, -0.033, 0.209, 0.137, -0.618, -0.177, 0.296, -0.295, -0.714, 0.374, 0.275, 0.425, 0.289, 0.468, 0.682, 0.296, 0.239, 0.293, -0.824, -0.259, -0.417, 0.333, 0.614, 0.357, 0.187]
}

Q: Number 3 is which compound?
A: C27H29BrN7O2RbS

Q: Number 3 is which compound?
A: C27H29BrN7O2RbS